{
  "formula": "C14H30NO5PTa",
  "method": "ωB97M-V/def2-TZVPD",
  "charge": -1,
  "e_lumo_ev": 2.7,
  "fmax_ha_per_bohr": 0.1325,
  "species": ["H", "H", "N", "C", "C", "P", "H", "H", "H", "H", "C", "H", "H", "C", "O", "H", "H", "H", "H", "C", "C", "H", "C", "H", "H", "H", "H", "H", "O", "C", "O", "C", "H", "H", "Ta", "H", "C", "H", "H", "O", "C", "C", "H", "H", "H", "H", "H", "C", "C", "O", "H", "H"],
  "positions_angstrom": [[-3.543, -1.705, 1.456], [-0.025, 3.366, 2.320], [0.352, -2.752, 2.628], [3.888, 3.102, -0.130], [2.427, -1.394, -1.140], [-2.513, 0.143, 0.169], [2.707, -6.555, 0.563], [-0.811, 3.036, 0.616], [-3.789, 1.476, -2.466], [1.947, -1.858, -2.086], [-0.354, 2.567, 1.554], [2.925, 3.294, 0.479], [-0.861, 0.524, 2.318], [3.451, 2.890, -1.668], [-2.649, 1.389, 1.370], [1.723, 0.623, -1.806], [0.623, -0.297, 1.013], [0.107, -1.911, 3.191], [-6.298, 1.747, -2.074], [4.013, 0.585, -1.984], [2.655, -5.406, 0.487], [-0.709, -1.910, -1.440], [-0.589, -2.621, -0.528], [-1.851, -1.390, 2.097], [-5.476, 3.340, -1.571], [-2.811, -2.922, -0.574], [-3.375, 2.374, -0.883], [-0.459, -3.375, 2.501], [4.025, 1.929, -2.556], [-2.452, -1.491, 1.109], [2.558, 3.656, -2.159], [-4.088, 1.595, -1.349], [0.610, 1.966, 1.304], [-1.734, 1.894, 3.188], [1.227, -2.038, 0.772], [4.876, 0.541, -1.219], [-5.571, 2.214, -1.320], [-6.019, 2.137, -0.263], [4.222, -0.248, -2.760], [-3.977, 0.268, -0.752], [2.640, 0.204, -1.229], [2.111, -4.196, 0.454], [4.369, 2.140, 0.285], [3.489, -1.870, -1.076], [2.738, -1.542, 1.774], [-0.348, -3.660, -0.998], [2.687, 0.635, -0.168], [-1.996, -2.769, 0.242], [-1.420, 1.507, 2.136], [-1.261, 0.482, -0.655], [4.603, 3.997, -0.085], [-1.991, -3.708, 0.912]],
  "forces_ev_per_angstrom": [[1.684, 0.508, -0.559], [-0.905, -1.203, -1.145], [-0.027, 1.365, -1.622], [-0.210, -1.063, -0.577], [1.010, -0.038, -0.039], [2.195, 2.161, -1.096], [0.170, 2.579, -0.222], [0.939, -0.580, 1.318], [-0.354, 0.256, 1.915], [0.721, 1.004, 1.257], [0.357, -0.757, -0.142], [1.617, -0.146, -1.182], [-1.032, 1.181, -0.586], [-3.027, 2.343, -1.951], [0.379, -2.316, -1.328], [1.625, -0.342, 1.093], [0.404, -0.520, 0.059], [0.095, -1.041, -0.206], [1.198, 0.496, 1.137], [0.090, -1.523, 1.401], [-3.554, 4.380, -0.030], [0.096, -1.048, 1.597], [-0.724, -0.291, -0.846], [-0.759, 0.179, -2.001], [-0.126, -1.834, 0.346], [1.090, 0.098, 1.511], [-1.059, -1.502, -0.554], [0.515, 0.426, 0.412], [-1.066, 0.772, 2.076], [-1.510, -0.863, 0.567], [3.998, -2.992, 2.071], [-0.197, 1.252, -1.735], [-1.727, 1.113, 0.009], [0.236, -0.755, -1.797], [0.039, -1.877, 0.446], [-1.206, -0.154, -1.065], [0.215, 0.154, 0.504], [0.673, 0.069, -1.600], [-0.337, 1.945, 0.794], [2.139, 0.735, 2.223], [-0.284, -0.432, -0.704], [3.146, -6.031, 0.402], [-0.540, 1.698, -0.642], [-1.693, 0.588, 0.021], [-0.159, 0.308, -0.249], [-0.347, 1.572, 0.817], [-0.290, -0.492, -1.533], [-0.160, 0.261, -1.181], [1.154, 1.206, 1.946], [-3.346, -1.028, 1.593], [-1.082, -1.378, -0.039], [-0.068, 1.555, -0.888]]
}

---

{
  "formula": "C14H30O5STi",
  "method": "ωB97M-V/def2-TZVPD",
  "charge": 3,
  "multiplicity": 2,
  "e_lumo_ev": [-9.8, -9.5],
  "e_above_lowest_ev": 0.070,
  "fmax_ha_per_bohr": 0.0214,
  "s2": 0.7520,
  "species": ["C", "H", "H", "H", "H", "H", "Ti", "H", "O", "C", "H", "C", "C", "C", "H", "C", "C", "H", "H", "H", "C", "O", "H", "H", "S", "H", "H", "O", "C", "C", "H", "H", "H", "H", "H", "C", "C", "H", "H", "H", "O", "O", "H", "H", "C", "H", "H", "H", "H", "H", "C"],
  "positions_angstrom": [[-2.924, -0.992, -1.718], [-1.746, -3.029, 2.800], [-2.145, -3.000, -1.458], [0.979, 0.848, -3.663], [-3.827, -1.152, -2.303], [0.583, 3.234, -3.197], [-0.619, 0.352, -1.030], [3.686, 0.864, 1.544], [-2.258, 0.257, -2.149], [1.749, -1.073, -1.812], [-3.184, -0.901, -0.663], [-1.897, -2.087, -1.993], [-2.910, 1.583, -2.030], [3.416, 0.486, 2.534], [2.075, -1.370, -0.818], [-0.658, -2.953, 2.800], [0.611, -1.940, -2.319], [0.849, -2.994, -2.188], [-2.124, 3.589, -2.246], [-0.259, -3.931, 3.063], [-1.849, 2.567, -2.496], [-0.602, 2.203, -1.779], [-3.203, 1.735, -0.991], [3.141, -0.568, 2.439], [0.337, 0.000, 1.822], [1.337, 2.051, 1.357], [2.484, 1.479, -2.946], [-0.839, 0.452, 0.786], [0.717, 2.567, -2.347], [1.426, 1.292, -2.774], [-1.661, 2.472, -3.564], [-3.789, 1.621, -2.671], [0.305, 2.127, 2.811], [0.890, -1.954, 3.961], [-0.332, -2.750, 1.772], [-0.183, -1.885, 3.773], [-0.551, -0.472, 3.331], [-1.605, -0.377, 3.058], [1.257, 3.091, -1.563], [-0.303, 0.302, 4.059], [1.274, 0.330, -1.651], [-0.582, -1.590, -1.519], [0.373, -1.748, -3.365], [-0.660, -2.014, 4.747], [1.085, 1.560, 2.300], [-1.811, -2.287, -3.059], [2.598, -1.097, -2.492], [2.690, 2.335, 3.390], [4.317, 0.518, 3.143], [2.020, 0.918, 4.139], [2.322, 1.330, 3.173]],
  "forces_ev_per_angstrom": [[0.159, 0.186, -0.191], [0.006, 0.022, -0.005], [0.017, -0.048, 0.023], [-0.005, -0.014, -0.068], [-0.027, -0.016, -0.039], [-0.002, 0.022, -0.025], [0.013, 0.153, 1.014], [-0.015, 0.001, 0.024], [-0.465, 0.011, -0.063], [-0.147, 0.298, -0.102], [-0.013, -0.008, 0.059], [0.205, 0.178, -0.107], [0.165, -0.237, -0.125], [0.040, 0.012, -0.092], [0.018, 0.040, 0.062], [-0.043, -0.060, -0.070], [-0.221, 0.062, 0.036], [-0.014, -0.039, 0.027], [0.017, 0.048, 0.029], [-0.015, 0.019, 0.055], [0.195, -0.183, 0.001], [0.039, 0.217, -0.613], [-0.024, 0.016, 0.055], [-0.040, 0.011, 0.001], [-0.186, -0.083, -0.062], [0.083, -0.007, -0.007], [0.053, -0.021, 0.018], [0.538, -0.033, 0.957], [-0.266, -0.107, 0.034], [-0.004, -0.134, 0.146], [-0.007, 0.012, -0.050], [-0.028, 0.000, -0.045], [0.044, 0.091, -0.034], [0.011, 0.014, -0.055], [0.037, 0.030, 0.022], [-0.004, 0.072, 0.059], [-0.084, 0.035, -0.054], [-0.006, -0.007, 0.034], [-0.036, 0.029, 0.073], [-0.033, -0.069, 0.067], [0.248, -0.195, -0.553], [-0.045, -0.307, -0.417], [0.001, -0.013, -0.058], [0.018, -0.064, -0.004], [-0.188, 0.072, -0.022], [0.002, -0.011, -0.044], [0.023, 0.004, -0.030], [0.048, -0.020, 0.023], [-0.019, 0.009, 0.018], [0.018, -0.017, -0.017], [-0.059, 0.026, 0.114]]
}